Record 1
{"formula": "C27H73O20P5", "method": "ωB97M-V/def2-TZVPD", "gap_ev": [1.521, 10.536], "charge": -1, "homo_ev": [0.6, -8.5], "spin_multiplicity": 2, "e_tot_ev": -116583.0104, "e_lumo_ev": [2.09, 2.08], "elements": ["H", "O", "H", "O", "C", "H", "O", "H", "O", "C", "C", "C", "H", "H", "H", "H", "H", "H", "C", "O", "H", "H", "H", "C", "H", "H", "C", "C", "C", "H", "H", "O", "O", "H", "H", "H", "C", "H", "H", "P", "C", "O", "H", "H", "H", "C", "H", "H", "H", "H", "O", "H", "H", "H", "O", "H", "O", "H", "H", "H", "H", "C", "O", "O", "H", "H", "H", "H", "C", "C", "H", "C", "C", "C", "H", "P", "H", "O", "H", "C", "H", "H", "H", "H", "H", "H", "H", "O", "H", "O", "O", "C", "H", "C", "C", "O", "C", "H", "C", "H", "C", "P", "H", "C", "O", "P", "C", "H", "H", "H", "H", "H", "H", "H", "H", "H", "H", "H", "H", "H", "H", "H", "H", "O", "P"], "xyz": [[2.740, 0.613, 5.994], [-4.800, 2.651, -0.335], [1.016, -3.816, -3.927], [-0.218, 0.757, -6.559], [-4.337, -3.318, 2.749], [4.236, 2.479, 6.871], [-2.005, -0.657, -5.277], [1.546, -1.832, -7.442], [-5.822, 2.255, -2.704], [4.864, 2.019, -2.200], [5.256, 1.488, -6.638], [-5.579, 3.861, -0.256], [5.295, -2.542, -2.059], [-4.996, 4.545, 0.360], [-3.295, -1.734, -6.447], [-1.051, -1.459, 1.667], [0.403, 1.118, 2.534], [-1.667, 2.814, 4.025], [-0.870, 1.766, -7.319], [2.791, 0.918, -3.979], [2.699, 2.067, 10.462], [2.453, -6.401, 0.759], [-0.231, 2.295, -8.026], [-2.953, 0.555, 5.732], [-0.070, 3.213, 3.447], [-3.805, 0.639, 6.407], [2.089, -6.211, -0.250], [-1.768, -1.085, -0.480], [-5.683, -0.445, -0.705], [-6.169, 1.177, 4.591], [2.089, -2.650, -3.029], [-3.695, -2.122, 3.167], [3.134, -6.577, -1.131], [5.199, 2.942, 10.386], [1.572, 1.802, 5.532], [0.010, -1.645, -1.665], [-3.103, -1.513, -5.397], [-1.142, 3.487, 2.384], [-0.856, 0.700, 3.639], [4.355, 0.449, -4.273], [4.650, 2.247, 9.750], [-4.610, 0.349, -1.290], [-1.821, 2.469, -3.866], [2.460, -0.323, -2.302], [2.686, -3.681, -4.370], [2.615, 1.934, 8.304], [-0.874, -3.016, -1.295], [3.693, 3.085, 4.466], [2.433, -1.534, -5.913], [-5.706, 4.453, -1.163], [2.330, -4.558, -2.516], [4.829, 1.277, 10.215], [-7.049, 1.265, 3.226], [-5.407, -3.114, 2.762], [0.351, -1.491, -5.691], [4.419, 1.595, 4.557], [4.096, -6.340, -3.441], [-6.580, 3.741, 0.159], [4.337, 2.755, -2.806], [5.129, 2.184, 8.773], [-2.990, 3.793, -3.954], [2.623, 1.678, 5.791], [-3.227, 2.513, -2.261], [4.845, 1.637, -5.296], [-2.263, 0.019, 6.383], [6.341, 1.405, -6.700], [1.168, -0.063, -3.380], [4.819, 0.551, -6.983], [3.156, 2.533, 7.010], [-0.658, 1.272, 2.732], [-3.417, 2.151, -4.337], [-6.016, 1.074, 3.517], [-1.007, 2.735, 3.161], [-1.025, -1.971, -1.569], [2.994, 3.668, 9.673], [3.609, -5.522, -2.317], [1.535, 1.835, 8.415], [-1.316, -1.245, -7.753], [-2.732, -2.415, -4.909], [-1.481, 0.655, 1.575], [-5.450, -1.494, -0.521], [-5.306, 1.816, 3.152], [-1.440, -2.005, -2.577], [-5.911, -0.036, 0.279], [3.003, 0.918, 8.379], [4.406, 2.043, -1.211], [3.143, 1.534, 3.606], [4.489, -0.972, -4.731], [1.622, 1.184, -2.135], [-5.020, -1.532, 5.518], [-5.530, -0.304, 3.270], [5.531, -3.553, -2.391], [4.910, 2.332, -7.235], [-2.846, 2.760, -3.636], [3.421, 2.032, 4.535], [5.029, 0.789, -2.803], [2.007, -3.620, -3.519], [-2.745, -1.494, -0.220], [1.976, 0.467, -2.876], [-2.668, 1.607, 5.748], [3.185, 2.595, 9.641], [-4.429, -1.080, 4.217], [-1.433, 1.333, 0.723], [1.501, -1.887, -6.355], [-3.257, 0.018, 4.416], [-0.833, -0.654, -6.412], [-1.007, -0.707, 0.879], [-6.560, -0.520, -1.348], [-4.188, -4.110, 3.484], [6.549, -3.773, -2.071], [-4.085, -3.628, 1.735], [2.903, 3.591, 6.942], [-2.486, 0.582, 1.991], [-1.792, 1.551, -7.860], [-1.157, 2.571, -6.642], [1.215, -6.813, -0.497], [1.746, -5.185, -0.119], [5.897, 2.366, -2.174], [-3.953, -1.147, -4.821], [-1.863, -0.057, -0.831], [0.055, -0.640, 0.643], [1.512, -2.976, -6.323], [5.367, -3.592, -3.468], [4.636, -4.487, -1.613], [-4.713, 1.971, -1.735]], "lowdin_spin": [0.0020, 0.0046, 0.0014, 0.0096, 0.0136, 0.0006, 0.0029, 0.0014, 0.0062, 0.0853, 0.0231, 0.0304, 0.0039, 0.0085, 0.0007, 0.0023, 0.0093, 0.0034, 0.0310, 0.0256, 0.0002, 0.0014, 0.0062, 0.0143, 0.0068, 0.0026, 0.0100, 0.0047, 0.0143, 0.0034, 0.0023, 0.0040, 0.0004, 0.0001, 0.0012, 0.0018, 0.0114, 0.0117, 0.0006, 0.0079, 0.0006, 0.0029, 0.0083, 0.0108, 0.0006, 0.0039, 0.0030, 0.0076, 0.0012, 0.0046, 0.0022, 0.0001, 0.0054, 0.0022, 0.0015, 0.0060, 0.0011, 0.0064, 0.0135, 0.0003, 0.0095, 0.0064, 0.0277, 0.0123, 0.0032, 0.0034, 0.0027, 0.0022, 0.0032, 0.0158, 0.0035, 0.0196, 0.0374, 0.0112, 0.0002, 0.0021, 0.0024, 0.0020, 0.0019, 0.0085, 0.0033, 0.0044, 0.0011, 0.0015, 0.0004, 0.0378, 0.0190, 0.0056, 0.0307, 0.0024, 0.0032, 0.0090, 0.0053, 0.0361, 0.0424, 0.0172, 0.0053, 0.0009, 0.0355, 0.0047, 0.0008, 0.0013, 0.0063, 0.0061, 0.0015, 0.0024, 0.0156, 0.0027, 0.0016, 0.0012, 0.0040, 0.0018, 0.0004, 0.0038, 0.0078, 0.0017, 0.0042, 0.0087, 0.0022, 0.0016, 0.0130, 0.0009, 0.0007, 0.0111, 0.0046]}

---

Record 2
{"formula": "C27H79O13S12", "method": "ωB97M-V/def2-TZVPD", "gap_ev": 6.390, "charge": -1, "homo_ev": -5.1, "e_tot_ev": -185859.6485, "e_lumo_ev": 1.26, "elements": ["H", "H", "S", "H", "C", "C", "H", "C", "C", "H", "H", "C", "H", "H", "H", "H", "H", "H", "C", "C", "C", "O", "C", "H", "H", "H", "H", "S", "H", "H", "H", "H", "H", "H", "S", "C", "O", "C", "O", "H", "O", "S", "H", "H", "H", "H", "H", "H", "C", "H", "H", "H", "H", "C", "H", "H", "H", "H", "H", "C", "H", "S", "H", "S", "H", "H", "H", "O", "H", "H", "H", "O", "O", "C", "H", "H", "H", "H", "H", "H", "C", "H", "H", "H", "S", "S", "H", "O", "C", "H", "H", "S", "H", "H", "C", "H", "H", "H", "C", "C", "H", "S", "H", "O", "H", "C", "O", "C", "H", "H", "H", "H", "O", "H", "S", "H", "C", "H", "H", "O", "H", "H", "H", "C", "C", "H", "C", "S", "H", "O", "C"], "xyz": [[2.074, 1.157, -2.177], [-2.229, 2.727, -0.869], [-0.335, 3.861, 2.236], [2.571, -0.048, 2.524], [-1.372, -2.753, -0.237], [2.986, -1.988, -3.925], [-1.452, 2.312, 2.709], [-0.015, 5.550, 1.521], [-2.890, -2.503, 2.700], [-0.994, 0.472, 1.199], [-0.364, -1.212, 1.869], [-1.089, 2.957, 5.352], [-5.242, 0.758, -0.514], [1.666, 4.359, 0.901], [-4.892, 2.201, -1.440], [3.218, -1.360, -0.131], [1.687, -1.079, 6.047], [0.617, -4.152, -0.054], [2.617, 4.080, 1.356], [-2.767, 0.222, 1.062], [-0.531, -0.987, 2.923], [0.571, 4.154, -0.709], [-2.108, -2.496, -2.346], [-2.319, -3.384, 2.994], [-1.647, 1.674, -2.244], [3.033, -0.126, -1.451], [-2.354, -2.598, -3.403], [-2.255, -1.003, 3.699], [2.098, -2.519, -3.583], [2.310, 0.122, 4.860], [2.120, -4.584, 0.620], [3.249, -2.357, -4.916], [-2.433, -3.439, -1.906], [0.117, -1.482, -1.925], [-2.984, 1.698, 0.032], [0.063, -1.464, -6.683], [4.292, 0.307, -3.819], [1.070, 2.324, -2.672], [2.719, -4.087, -2.215], [-0.862, 6.071, 1.075], [1.816, -3.076, -5.253], [-2.814, -0.986, -1.682], [0.104, -1.727, 3.409], [-1.808, 0.024, -3.727], [0.276, 6.185, 2.358], [0.729, -0.382, 4.694], [-3.939, -2.676, 2.937], [0.636, 2.026, -3.626], [-1.375, 2.334, -1.420], [-1.863, 2.311, 5.766], [-0.784, -2.143, -6.581], [0.250, 1.585, 0.514], [-1.877, 0.880, 3.334], [0.062, 0.612, 0.967], [-0.031, -0.031, 3.079], [-0.584, -2.676, -0.986], [0.548, -1.680, -7.635], [1.466, -0.591, -1.999], [-3.537, -0.298, -3.804], [-0.129, -0.564, -1.391], [-1.193, -0.491, -1.168], [0.219, 1.993, 4.432], [0.307, 0.235, -1.991], [3.778, 3.096, 0.233], [-1.967, 0.297, 1.799], [2.377, 3.412, 2.183], [-3.700, 0.162, 1.622], [-2.942, 0.216, 3.132], [2.550, -1.510, 1.420], [-0.544, -4.219, 2.891], [0.496, -1.138, -2.895], [-3.314, 2.964, 0.810], [-1.281, 3.996, 3.416], [0.482, -0.533, 0.048], [0.800, 5.519, 0.797], [-1.615, 3.640, 4.686], [1.730, 1.748, 0.379], [-1.043, -2.453, -2.115], [1.269, 1.531, -1.951], [4.107, -1.510, -1.500], [-4.449, 1.289, -1.041], [0.669, -5.010, 1.939], [-2.874, 1.093, -2.836], [-0.550, -0.447, -4.208], [2.148, -2.964, -1.393], [-1.112, -4.472, 0.445], [-1.836, 3.796, 0.369], [-4.333, -1.105, -1.366], [2.289, 0.090, -2.218], [1.057, -0.681, 2.028], [1.797, 2.386, -1.265], [1.244, -1.623, -5.298], [0.599, 0.585, 1.915], [1.484, -2.942, 0.895], [1.700, -0.770, 5.002], [-0.637, 3.435, 6.221], [-2.346, -2.561, -0.686], [4.389, -2.770, -0.235], [0.044, -1.298, -3.874], [-0.960, 1.418, 3.091], [-4.068, 0.734, -1.898], [-0.107, 3.559, -1.943], [2.058, 2.701, -2.937], [0.422, 0.730, 5.209], [-1.735, 2.268, 1.315], [-2.736, 0.060, -3.158], [4.163, 4.137, -0.789], [2.081, -0.982, 2.250], [-0.371, 2.757, 0.207], [-1.045, -1.959, 0.434], [2.909, 1.068, -0.709], [-0.862, 1.659, -0.735], [3.543, -2.537, 3.924], [-2.556, -0.590, 0.365], [2.088, -2.105, 3.780], [3.768, -2.202, -3.197], [1.603, -3.741, 0.163], [-0.295, -0.456, -6.892], [-0.317, 1.065, 2.285], [1.879, -0.780, 0.180], [0.115, -1.398, 0.601], [-2.773, -2.300, 1.635], [3.033, 4.963, 1.840], [-1.173, 3.088, 0.867], [0.006, -4.144, 1.953], [0.617, -3.242, 1.938], [3.652, -2.150, -0.744], [2.856, -0.152, -3.913], [-0.601, -2.176, -3.844], [-2.485, -4.784, 1.130], [2.400, 1.995, -0.445]], "lowdin_charge": [-0.0538, -0.0490, 0.9776, 0.0994, -0.3420, -0.4249, 0.0147, -0.2008, -0.1742, 0.0274, 0.0370, -0.2232, 0.0728, -0.0524, 0.0761, -0.0044, 0.0708, -0.0718, -0.2689, -0.2507, -0.2969, -0.5910, -0.2851, 0.0249, 0.0382, 0.0508, 0.0888, 1.1013, -0.0225, 0.0678, 0.1022, 0.0583, 0.0982, -0.0021, 0.8921, -0.2457, -0.5303, -0.3054, -0.5265, 0.0668, -0.5479, 0.8997, -0.0065, 0.0332, 0.0593, -0.0920, 0.0647, 0.0885, -0.3937, 0.0564, 0.0480, 0.0608, -0.0798, -0.1853, 0.0026, 0.0131, 0.0487, -0.0020, 0.0950, -0.1886, -0.0058, 1.0142, 0.0650, 0.9281, 0.0087, 0.0185, 0.0974, -0.6186, 0.0456, 0.0596, -0.0377, -0.4621, -0.5868, -0.3827, 0.0134, -0.0318, 0.0513, 0.0137, -0.0412, 0.0452, -0.1797, 0.0658, 0.0265, 0.0452, 0.9600, 0.9907, 0.0817, -0.4852, -0.3463, -0.0172, -0.0286, 0.8622, 0.0725, 0.0161, -0.2913, 0.0450, -0.0060, 0.0890, -0.2251, -0.3880, -0.0387, 1.0251, 0.1201, -0.6009, 0.0032, -0.2015, -0.5933, -0.2207, -0.0027, 0.0299, 0.0323, 0.0187, -0.6039, 0.0106, 0.8668, 0.0545, -0.2657, 0.0486, -0.0601, -0.4791, 0.0583, 0.0189, 0.0618, -0.4178, -0.2371, -0.0160, -0.1875, 0.8537, 0.0583, -0.5857, -0.2490]}

---

Question: Which value of charge does entry 1 give?
Answer: -1

---

Question: Which value of charge does entry 1 give?
Answer: -1

---

Question: Look up the charge of the second one.
Answer: -1